ORCA calculation (ωB97M-V/def2-TZVPD) on an isolated ion of composition C4H12PS and charge +1 at a distorted geometry.

Properties
- Electronic energy: -24459.49579 eV
- Charge: +1
- HOMO: -13.335 eV

Atoms and positions in Å:
C 1.79325 0.40010 -0.67175
C -0.07362 -1.83870 -0.64443
C -1.33526 0.86263 -0.93398
C -0.15109 -0.07902 1.66227
P 0.13626 -0.15833 -0.18541
S -1.03449 1.54412 1.81343
H 2.21737 1.11120 0.07953
H 1.64535 0.88634 -1.56261
H 2.32654 -0.48275 -0.92726
H -1.14788 -2.09800 -0.67213
H 0.70057 -2.32244 -0.04826
H 0.26193 -1.98856 -1.66229
H -1.42332 0.70701 -1.98025
H -1.51687 1.88081 -0.72269
H -2.15356 0.34486 -0.39146
H -0.83681 -0.85890 1.95172
H 0.91065 -0.17460 2.16700
H -0.31903 2.26423 2.72858

Forces on the atoms, in the same order (eV/Å):
-0.96 0.01 2.49
0.01 0.10 -1.14
0.59 -2.62 1.34
2.18 1.11 -0.54
-1.75 2.46 0.36
0.59 0.34 1.24
-0.08 -0.90 -0.64
-0.25 1.53 -2.23
1.04 -0.65 0.37
0.72 -0.45 0.83
-0.76 -0.85 0.41
0.13 0.13 -0.46
0.04 -0.50 -0.97
0.78 1.09 0.35
0.09 0.06 -0.61
0.05 -0.38 0.22
-2.34 0.28 -0.73
-0.08 -0.78 -0.28

***

ORCA calculation (ωB97M-V/def2-TZVPD) on a 2-piece molecular cluster, H4OS overall at a distorted geometry.

Properties
- Electronic energy: -12947.38031 eV
- Structure (SMILES): O.S
- HOMO: -9.738 eV

Atoms and positions in Å:
O -1.42534 0.31419 -3.45787
H -1.13215 0.28846 -4.39682
H -1.04034 1.14625 -3.10052
S 0.00000 0.00000 0.00000
H 0.44225 0.79084 0.99534
H -0.86773 -0.62829 0.81488

Forces on the atoms, in the same order (eV/Å):
0.69 0.82 -0.64
-0.30 0.06 1.02
-0.39 -0.91 -0.36
-0.04 0.05 0.24
-0.06 -0.12 -0.12
0.11 0.10 -0.14

***

ORCA calculation (ωB97M-V/def2-TZVPD) on a 2-piece molecular cluster, C6H14N2O2 overall at a distorted geometry.

Properties
- Electronic energy: -13524.15999 eV
- Structure (SMILES): CNC(C)=O.CNC(C)=O
- HOMO: -9.723 eV

Atoms and positions in Å:
C 1.10270 1.77702 -2.19620
C 1.91541 1.24380 1.57652
C 1.66128 1.30048 -0.83703
O 2.45338 0.36966 -0.87106
N 1.19333 1.72882 0.37602
H 1.99439 1.90610 -2.82164
H 0.64984 2.55400 0.56178
H 1.23466 0.95137 2.39349
H 0.43793 0.94781 -2.39919
H 0.75566 2.82143 -2.23007
H 2.48868 0.33127 1.40310
H 2.42131 2.11128 2.01721
C -0.72095 -2.51545 -0.93799
C -1.88648 0.05251 1.55603
C -1.98639 -1.12726 0.62355
O -3.05078 -1.65065 0.38442
N -0.76531 -1.51085 0.11950
H -0.10842 -0.75255 0.01907
H -1.76396 -2.69733 -1.25435
H -2.42898 0.92300 1.18336
H -0.17767 -2.05467 -1.80568
H -0.22221 -3.46397 -0.72736
H -2.46130 -0.05803 2.48834
H -0.91224 0.27922 2.02174

Forces on the atoms, in the same order (eV/Å):
1.42 1.29 1.56
-1.08 0.43 0.86
0.04 -0.32 -0.37
-0.03 0.16 -0.11
0.66 -0.70 0.74
-0.31 -1.05 -0.20
-0.09 0.07 -0.73
-0.36 0.11 -0.51
-0.34 0.40 -1.00
-0.99 -0.65 0.40
0.31 0.74 -0.39
0.71 -0.53 -0.26
-0.17 0.87 -1.53
-0.45 0.75 1.87
0.44 0.52 0.54
0.05 -0.38 -0.17
-0.34 -0.51 -0.29
0.22 -0.11 0.36
0.54 -0.13 0.13
0.59 0.15 -0.57
-0.46 -0.53 0.61
-0.09 0.25 0.53
-0.25 -0.92 -0.38
-0.02 0.09 -1.10

***

ORCA calculation (ωB97M-V/def2-TZVPD) on C7H12N5 as an isolated structure at a distorted geometry.

Properties
- Electronic energy: -14893.48060 eV
- Charge: +1
- HOMO: -12.548 eV

Atoms and positions in Å:
C 3.95250 -0.28315 0.16454
C 2.92833 -1.04341 -0.25432
C 2.20824 0.97245 0.33716
C -2.87684 -0.09817 -0.67696
C 0.48432 -0.59618 -0.32061
C -0.96324 1.31392 1.13016
C -1.67142 0.73854 -1.19989
N 3.51583 0.96401 0.48268
N -2.75130 -0.96353 0.21701
N 1.76470 -0.26452 -0.10891
N -0.63343 0.91240 -0.30067
N -0.11648 -1.63436 -0.42586
H 4.95651 -0.47899 0.36523
H 2.94653 -2.08244 -0.51453
H 1.63405 1.79147 0.55037
H -3.86833 0.38767 -0.85355
H -0.22227 1.05982 1.86889
H -1.23941 2.36534 1.27360
H -1.75411 0.57022 1.48456
H -1.30321 0.13358 -1.95848
H -2.25238 1.68409 -1.51043
H -3.34789 -1.59252 0.72548
H 0.37297 -2.48823 -0.83831
H -1.76368 -1.36798 0.36285

Forces on the atoms, in the same order (eV/Å):
-1.11 0.46 -0.15
-0.08 -0.99 0.37
3.47 -1.37 -0.39
-1.29 2.85 -0.04
-1.59 5.24 0.96
-1.38 -2.24 -0.62
-3.22 0.16 1.07
-1.92 1.18 0.53
2.77 -2.95 1.04
0.94 0.94 -0.44
4.08 -1.40 3.01
-1.02 -4.29 -2.27
1.36 -0.76 -0.26
-0.39 -0.16 -0.17
-1.62 1.59 0.20
0.48 -1.13 -0.14
1.07 0.21 -0.34
-0.13 -0.33 -0.44
0.35 1.67 -0.12
0.58 -0.48 -2.32
1.61 -1.00 0.06
-1.56 0.54 -0.19
-0.57 1.31 1.33
-0.80 0.95 -0.68